1.
{"formula": "C25H25BCl3NO", "method": "ωB97M-V/def2-TZVPD", "de_lowest_kcal_mol": 25.1, "homo_ev": -8.15, "elements": ["H", "H", "H", "C", "C", "C", "C", "H", "C", "C", "Cl", "H", "H", "C", "H", "C", "C", "Cl", "H", "C", "H", "H", "H", "C", "C", "O", "C", "C", "H", "B", "C", "H", "H", "C", "C", "H", "C", "H", "C", "H", "H", "H", "C", "H", "H", "C", "C", "N", "H", "Cl", "C", "H", "C", "H", "C", "H"], "xyz": [[0.48, 3.35, 4.29], [-1.87, -2.90, 6.21], [-5.79, 3.80, 5.89], [-5.30, 3.65, 4.91], [-0.23, 3.99, 4.85], [-1.67, 0.19, 2.38], [-2.76, 3.84, 4.95], [-4.31, 6.11, 5.71], [-0.48, 5.28, 4.07], [-2.48, -0.30, 5.68], [3.25, -1.29, 2.06], [0.53, -3.74, 5.14], [-3.33, -0.85, 6.10], [-0.28, 0.24, 2.96], [0.26, 4.23, 5.81], [-4.13, 5.83, 4.66], [-3.95, 3.07, 5.12], [2.45, 1.04, 3.90], [-5.15, 4.77, 3.10], [-1.49, 3.24, 5.14], [-4.04, -2.21, 2.36], [-4.46, 2.04, 1.89], [-1.50, 6.29, 5.64], [-3.61, -1.21, 2.28], [-2.44, 1.32, 2.10], [0.69, -0.22, 2.11], [-0.23, -0.55, 4.29], [0.66, -1.71, 4.35], [-6.19, 5.50, 4.33], [2.02, 0.21, 2.12], [-1.15, -2.35, 5.61], [-1.59, -1.95, 2.24], [1.58, -1.77, 3.85], [-2.23, -1.07, 2.25], [-1.41, -1.01, 5.22], [-5.94, 2.95, 4.34], [-5.25, 4.98, 4.16], [-1.89, 6.87, 4.01], [-1.69, 5.99, 4.61], [-0.60, 5.02, 3.02], [-0.45, 1.60, 5.96], [0.20, 0.37, 4.77], [-4.41, -0.07, 2.19], [-1.96, 2.29, 1.95], [0.39, 5.92, 4.18], [-2.58, 1.13, 5.59], [0.08, -2.77, 5.06], [-2.86, 5.15, 4.55], [-0.02, 1.32, 3.15], [2.44, 1.49, 0.81], [-1.41, 1.94, 5.58], [-5.51, -0.18, 2.21], [-3.83, 1.18, 2.04], [-4.76, 1.15, 5.57], [-3.84, 1.75, 5.47], [-4.05, 6.74, 4.07]]}

=====

2.
{"formula": "C25H25Br2ClF3N4O10S2", "method": "ωB97M-V/def2-TZVPD", "homo_ev": -6.12, "total_charge": -1, "elements": ["C", "Br", "N", "C", "C", "C", "O", "C", "H", "C", "H", "C", "H", "H", "C", "H", "O", "C", "H", "H", "O", "O", "H", "N", "H", "F", "S", "N", "C", "H", "O", "H", "H", "Br", "H", "C", "H", "H", "C", "H", "Cl", "O", "H", "C", "H", "S", "H", "C", "H", "C", "O", "C", "C", "H", "C", "C", "C", "N", "O", "F", "C", "H", "H", "C", "C", "O", "C", "O", "H", "H", "C", "F"], "xyz": [[2.43, -5.19, 5.63], [-3.32, -0.98, -2.77], [-3.02, 2.37, -4.50], [-2.74, -3.56, -1.47], [4.86, 6.26, -0.77], [3.57, 4.39, -1.61], [1.91, 4.67, -3.21], [-4.08, 4.61, -4.54], [-6.62, 3.51, -1.81], [5.33, 4.01, 0.01], [2.79, -1.19, 0.02], [2.10, -4.33, 4.58], [2.04, -2.29, 3.90], [-5.07, 6.52, -4.47], [2.01, -0.91, -0.80], [1.82, 1.43, -0.35], [2.30, 2.64, -2.46], [-3.97, -2.48, -1.54], [5.07, 7.32, -0.76], [-4.94, 1.90, -2.64], [2.65, -4.30, -0.78], [1.92, -3.32, 1.39], [-6.68, 5.82, -2.72], [0.19, -4.96, -0.05], [2.26, -6.26, 5.52], [-5.21, -2.99, -2.18], [-1.22, -4.54, 0.89], [3.05, -1.01, 6.06], [-4.04, 3.31, -4.02], [0.31, 0.59, -1.27], [3.56, -0.61, 7.12], [1.67, -4.73, 3.66], [4.11, 2.44, -0.81], [-5.28, 0.00, -0.59], [3.27, 6.46, -2.21], [-5.04, 5.51, -4.07], [-0.12, -1.71, -0.74], [-3.76, -4.51, 0.47], [-5.90, 3.82, -2.58], [5.91, 3.34, 0.63], [0.30, 0.30, 1.27], [-1.10, -3.26, 1.73], [0.91, -2.37, -2.22], [2.31, -2.96, 4.72], [-1.67, -3.06, -1.46], [1.39, -3.70, -0.04], [6.40, 5.77, 0.65], [3.84, 5.76, -1.59], [3.63, -2.95, 7.88], [4.31, 3.51, -0.81], [-1.42, -5.72, 1.92], [2.98, -4.69, 6.81], [2.85, -2.46, 5.91], [-2.80, -5.69, -0.66], [1.14, 0.47, -0.41], [3.20, -3.32, 6.95], [-2.80, -4.59, -0.19], [2.52, 3.86, -2.49], [-3.02, 1.22, -4.03], [-5.33, -2.51, 0.72], [5.60, 5.38, 0.02], [-3.38, 4.94, -5.31], [-2.80, -4.19, -2.48], [-4.95, 2.91, -3.04], [0.93, -2.16, -1.04], [-2.20, 2.78, -5.34], [-5.94, 5.11, -3.09], [2.70, -0.27, 5.13], [2.51, -0.69, -1.86], [3.24, -5.37, 7.62], [-4.34, -1.75, -0.11], [-3.13, -1.33, 0.68]]}

=====

3.
{"formula": "C25H25ClGeN2O4Sc", "method": "ωB97M-V/def2-TZVPD", "de_lowest_kcal_mol": 7.8, "homo_ev": -3.25, "total_charge": -1, "elements": ["C", "H", "C", "H", "C", "C", "H", "H", "H", "C", "H", "C", "C", "Sc", "O", "C", "C", "H", "H", "H", "H", "O", "O", "H", "N", "H", "H", "C", "H", "Cl", "C", "H", "C", "H", "C", "C", "H", "H", "C", "H", "C", "C", "C", "C", "H", "C", "C", "O", "C", "H", "C", "H", "Ge", "C", "N", "C", "H", "H", "H"], "xyz": [[0.80, 0.96, -4.29], [3.96, 2.50, 4.47], [-1.77, 1.17, 0.66], [0.03, 2.94, 2.56], [-0.61, 1.23, -6.22], [0.16, -2.56, -1.32], [1.79, 0.93, -3.84], [-1.75, -5.16, -0.31], [-2.78, -1.03, -0.69], [-3.13, 3.16, 0.81], [-3.14, 4.40, -0.94], [-2.40, -3.12, -0.49], [3.66, -2.80, 1.25], [1.95, -1.06, 0.50], [3.05, 2.76, 4.30], [1.72, 0.34, -0.94], [-0.31, 0.71, -3.48], [0.57, -4.65, -1.05], [-1.63, 2.93, -2.22], [5.41, -3.54, 2.23], [-3.80, 3.80, 1.36], [0.44, -1.43, 1.90], [3.75, -1.63, 1.72], [-0.73, 1.43, -7.28], [2.46, 1.51, 4.02], [1.16, -2.34, -1.69], [-0.38, 2.87, 4.27], [-0.70, -0.04, 4.03], [1.53, 1.41, -6.26], [4.58, -5.41, 1.07], [0.65, 1.22, -5.65], [-0.53, -0.11, 5.10], [0.56, 0.34, 3.32], [2.27, 1.20, -1.34], [-2.76, 3.49, -0.49], [-2.64, 1.99, 1.38], [-1.48, 0.71, 3.87], [-1.06, -1.00, 3.65], [0.46, 2.88, 3.56], [-3.41, -3.34, -0.16], [-1.90, 2.66, -1.20], [-0.18, -3.87, -0.99], [-0.75, -1.51, -1.21], [-2.04, -1.82, -0.79], [-2.45, 0.53, -3.47], [1.24, 1.61, 3.68], [4.42, -3.89, 1.98], [2.93, -3.07, 0.26], [-1.73, 0.98, -5.43], [-2.93, 1.72, 2.39], [-1.57, 0.72, -4.08], [1.07, 3.76, 3.75], [-0.05, 0.33, -1.55], [-1.39, 1.49, -0.65], [1.05, -0.32, 2.35], [-1.47, -4.15, -0.57], [3.88, -4.11, 2.90], [-1.39, 0.27, 1.13], [-2.72, 0.98, -5.88]]}

=====

4.
{"formula": "C25H25FeN5O5S3", "method": "ωB97M-V/def2-TZVPD", "s2": 6.01, "de_lowest_kcal_mol": 12.5, "spin_multiplicity": 5, "homo_ev": [-7.64, -7.57], "elements": ["H", "H", "H", "S", "H", "H", "H", "C", "C", "C", "O", "H", "C", "H", "H", "N", "H", "C", "C", "C", "H", "C", "C", "C", "H", "C", "H", "H", "C", "H", "H", "O", "C", "C", "Fe", "C", "O", "N", "O", "C", "H", "C", "N", "H", "S", "H", "H", "N", "C", "C", "C", "C", "C", "H", "S", "H", "O", "C", "H", "H", "N", "C", "C", "H"], "xyz": [[-7.18, -0.29, 1.40], [1.66, 1.87, -5.28], [0.41, 4.70, 3.04], [4.89, -0.76, -0.21], [0.84, 1.14, 5.46], [-1.14, 4.00, 3.54], [-4.97, -0.89, 2.32], [-2.71, -4.41, 1.64], [-6.29, -0.01, 0.87], [-6.37, 0.70, -0.33], [0.36, 2.89, 0.17], [-1.22, -1.87, -0.87], [3.28, -0.20, 0.10], [0.75, 2.87, 5.06], [4.45, 1.50, 2.54], [0.50, 2.25, 1.29], [-2.06, -5.91, 0.26], [0.13, 2.65, 2.46], [-5.05, -0.35, 1.38], [-3.90, 0.01, 0.68], [-3.19, -2.70, 2.85], [3.58, 0.91, -5.34], [4.39, 0.84, 1.69], [0.25, 1.57, 3.45], [-3.06, 1.02, -1.00], [-1.65, -2.58, -0.19], [-0.72, 1.94, 5.32], [3.56, 2.52, -6.60], [-3.97, 0.73, -0.50], [-1.10, -4.29, -1.34], [5.38, -0.25, -5.17], [-1.33, 0.21, 0.39], [-1.59, -3.94, -0.44], [1.83, 0.36, -3.79], [0.71, 0.51, 0.40], [3.92, -0.83, -3.72], [2.97, -2.63, -1.63], [2.14, -0.51, -0.58], [0.43, -0.60, 3.98], [-2.26, -2.16, 0.99], [-7.34, 0.96, -0.72], [4.39, -0.07, -4.77], [0.28, 0.37, 2.98], [6.47, 0.24, 1.39], [-2.30, -0.41, 1.36], [0.61, -1.40, 3.48], [-5.29, 1.63, -1.93], [4.03, 1.65, -6.43], [-2.77, -3.05, 1.92], [5.43, 0.21, 1.11], [0.29, 1.90, 4.91], [2.64, -0.62, -3.22], [-0.39, 4.01, 2.75], [-3.11, -5.12, 2.35], [2.06, -1.53, -1.83], [4.54, -1.61, -3.28], [0.65, -1.77, -2.01], [2.29, 1.11, -4.84], [-0.84, 4.41, 1.84], [5.03, 1.70, -6.55], [3.17, 0.61, 1.12], [-5.22, 1.07, -1.00], [-2.12, -4.85, 0.46], [0.83, 0.51, -3.40]]}

=====

What did the first record say?
{"formula": "C25H25BCl3NO", "method": "ωB97M-V/def2-TZVPD", "de_lowest_kcal_mol": 25.1, "homo_ev": -8.15, "elements": ["H", "H", "H", "C", "C", "C", "C", "H", "C", "C", "Cl", "H", "H", "C", "H", "C", "C", "Cl", "H", "C", "H", "H", "H", "C", "C", "O", "C", "C", "H", "B", "C", "H", "H", "C", "C", "H", "C", "H", "C", "H", "H", "H", "C", "H", "H", "C", "C", "N", "H", "Cl", "C", "H", "C", "H", "C", "H"], "xyz": [[0.48, 3.35, 4.29], [-1.87, -2.90, 6.21], [-5.79, 3.80, 5.89], [-5.30, 3.65, 4.91], [-0.23, 3.99, 4.85], [-1.67, 0.19, 2.38], [-2.76, 3.84, 4.95], [-4.31, 6.11, 5.71], [-0.48, 5.28, 4.07], [-2.48, -0.30, 5.68], [3.25, -1.29, 2.06], [0.53, -3.74, 5.14], [-3.33, -0.85, 6.10], [-0.28, 0.24, 2.96], [0.26, 4.23, 5.81], [-4.13, 5.83, 4.66], [-3.95, 3.07, 5.12], [2.45, 1.04, 3.90], [-5.15, 4.77, 3.10], [-1.49, 3.24, 5.14], [-4.04, -2.21, 2.36], [-4.46, 2.04, 1.89], [-1.50, 6.29, 5.64], [-3.61, -1.21, 2.28], [-2.44, 1.32, 2.10], [0.69, -0.22, 2.11], [-0.23, -0.55, 4.29], [0.66, -1.71, 4.35], [-6.19, 5.50, 4.33], [2.02, 0.21, 2.12], [-1.15, -2.35, 5.61], [-1.59, -1.95, 2.24], [1.58, -1.77, 3.85], [-2.23, -1.07, 2.25], [-1.41, -1.01, 5.22], [-5.94, 2.95, 4.34], [-5.25, 4.98, 4.16], [-1.89, 6.87, 4.01], [-1.69, 5.99, 4.61], [-0.60, 5.02, 3.02], [-0.45, 1.60, 5.96], [0.20, 0.37, 4.77], [-4.41, -0.07, 2.19], [-1.96, 2.29, 1.95], [0.39, 5.92, 4.18], [-2.58, 1.13, 5.59], [0.08, -2.77, 5.06], [-2.86, 5.15, 4.55], [-0.02, 1.32, 3.15], [2.44, 1.49, 0.81], [-1.41, 1.94, 5.58], [-5.51, -0.18, 2.21], [-3.83, 1.18, 2.04], [-4.76, 1.15, 5.57], [-3.84, 1.75, 5.47], [-4.05, 6.74, 4.07]]}